Entry from the Open Molecules 2025 dataset: an isolated ion of composition C8H15N6O and charge +1 at a distorted geometry (ωB97M-V with the def2-TZVPD basis set).

Each line ends with the natural charge from an NBO analysis.
Element x y z (Å)
O (-0.523925, -1.130658, 0.306242)  -0.332
N (-1.028856, 2.573195, 0.074833)  -0.199
N (2.115719, 1.049448, -0.048094)  -0.118
N (-2.899685, 1.351139, -0.394689)  -0.243
N (0.842594, 0.767975, 0.236270)  -0.349
N (-1.958809, 2.021078, -0.277398)  0.323
N (-1.506131, -0.226877, 0.751249)  -0.199
C (-2.645003, -0.626095, -1.545307)  -0.600
C (1.911679, -1.140603, -0.180202)  -0.153
C (0.675142, -0.559263, 0.150734)  0.512
C (2.793532, -0.046090, -0.288173)  0.056
C (-2.689995, -0.076212, -0.136241)  0.095
C (2.210155, -2.561247, -0.450913)  -0.625
C (2.574505, 2.456705, -0.114170)  -0.421
C (-1.835302, -0.636998, 2.096253)  -0.412
H (-2.367996, 0.348056, 2.640023)  0.225
H (1.444937, -3.197708, -0.786965)  0.247
H (0.081021, 1.516557, 0.165281)  0.432
H (-2.000528, -0.038614, -2.160749)  0.215
H (-2.287870, -1.577856, -1.552897)  0.224
H (3.883370, -0.148574, -0.646858)  0.268
H (-0.977474, -0.798319, 2.669901)  0.223
H (-3.600290, -0.590828, -1.883165)  0.240
H (1.763816, 3.164287, -0.650298)  0.249
H (2.675826, 2.891616, 0.931964)  0.234
H (3.071990, -2.640930, -1.296207)  0.228
H (3.525898, 2.527453, -0.452325)  0.234
H (-3.548145, -0.308685, 0.368251)  0.215
H (-2.403923, -1.491709, 2.066797)  0.196
H (2.703755, -2.870250, 0.406856)  0.236

Cartesian forces (eV/Å) of the 6 atoms listed first:
O 0.28 -0.97 -0.88
N -0.53 1.07 -0.88
N 0.88 2.59 -0.33
N -2.99 -0.04 -0.80
N -0.68 0.28 0.07
N 2.53 1.73 1.93

Calculated values
- energy (Ha) = -717.15424
- HOMO-LUMO gap (eV) = 10.09
- LUMO (eV) = -2.86
- strongest force on any atom (Eh/bohr) = 0.106
- 2S+1 = 1
- net charge = +1



Entry from the Open Molecules 2025 dataset: the molecule C8H15NO4S at a distorted geometry (ωB97M-V with the def2-TZVPD basis set).

Each line ends with the natural charge from an NBO analysis.
Element x y z (Å)
S (-2.236428, 0.239605, -1.759855)  1.753
O (3.688041, 0.079660, -1.128757)  -0.540
O (-3.007072, 1.072740, -2.603319)  -0.914
O (-3.137997, 0.080129, -0.380386)  -0.708
O (-0.918294, 1.147432, -1.356419)  -0.725
N (2.822445, -0.012396, 0.966825)  -0.917
C (0.538498, 2.186512, 0.253969)  -0.627
C (-0.568243, 1.153754, 0.038126)  0.090
C (0.403334, -1.276309, -0.248565)  -0.407
C (2.763712, -0.203805, -0.460273)  0.708
C (1.533809, -0.761114, -1.149526)  -0.520
C (-2.651683, -1.124329, 0.295638)  -0.098
C (-0.260501, -0.244525, 0.670150)  -0.264
C (-1.575240, -0.740673, 1.295465)  -0.421
H (-2.280164, -1.768440, -0.499715)  0.178
H (1.214301, -0.029027, -1.884106)  0.255
H (-0.302782, -1.809134, -0.879904)  0.209
H (1.067421, 1.964171, 1.168081)  0.220
H (-3.493642, -1.636764, 0.744437)  0.206
H (0.848712, -2.034555, 0.396300)  0.210
H (3.404464, 0.807212, 1.113616)  0.385
H (0.408125, -0.080442, 1.502909)  0.247
H (3.379664, -0.776187, 1.346763)  0.385
H (-1.416552, 1.543215, 0.592416)  0.189
H (-1.432391, -1.602874, 1.948890)  0.214
H (0.071000, 3.152311, 0.407362)  0.219
H (1.899519, -1.612267, -1.717321)  0.240
H (-1.981544, 0.051504, 1.918257)  0.216
H (1.219488, 2.234597, -0.591058)  0.218

Cartesian forces (eV/Å) of the 6 atoms listed first:
S 0.31 -1.14 -0.04
O 2.19 0.98 -1.64
O -0.77 1.16 -0.91
O 0.93 -0.17 -0.16
O -0.71 -0.23 0.68
N -0.26 -0.21 0.23

Calculated values
- energy (Ha) = -1067.69550
- HOMO-LUMO gap (eV) = 10.41
- LUMO (eV) = 0.64
- strongest force on any atom (Eh/bohr) = 0.056
- 2S+1 = 1